[1]
Below is C9H21BrClHoO2P2 as an isolated structure in a non-equilibrium geometry, with properties calculated with wB97M-V/def2-TZVPD.

Values from the calculation:
**Total charge**: +2
**Lowest unoccupied orbital energy (alpha / beta)**: -7.94 / -7.82 eV
**Electronic energy**: -5170.52061 Ha
**Multiplicity**: 5
**<S²>**: 6.01

```
37
Properties=species:S:1:pos:R:3:lowdin_charge:R:1
C 0.215 -0.065 -4.493 -0.02
C 0.270 0.062 -3.023 -0.65
H 1.199 -0.062 -4.983 0.13
H -0.410 0.753 -4.864 0.12
H -0.314 -1.007 -4.699 0.12
O 1.205 0.261 -2.244 -0.02
Cl -1.424 -0.206 -2.309 0.69
Ho -0.171 -0.043 -0.003 0.71
P -0.272 2.646 0.620 0.66
C 1.056 3.587 1.459 -0.25
C -0.108 3.319 -1.060 -0.28
H -0.181 4.411 -1.023 0.07
H -1.750 4.542 1.191 0.07
H -0.876 2.898 -1.719 0.04
H -2.652 3.018 0.889 0.04
H 2.017 3.272 1.033 0.05
H 0.869 3.031 -1.467 0.05
C -1.754 3.455 1.343 -0.26
H 0.913 4.663 1.297 0.07
H -1.767 3.235 2.414 0.05
H 1.019 3.352 2.531 0.06
P -0.048 -2.657 0.969 0.66
C 1.333 -3.305 1.965 -0.26
C -1.456 -3.467 1.834 -0.27
H -0.564 -3.283 -1.322 0.04
H 0.128 -4.647 -0.374 0.07
H 1.194 -3.338 -0.969 0.06
C 0.194 -3.575 -0.583 -0.27
H -2.393 -3.180 1.343 0.04
H -1.357 -4.561 1.830 0.07
H 1.302 -4.401 1.981 0.07
H 1.262 -2.904 2.983 0.06
H -1.491 -3.103 2.864 0.05
H 2.271 -2.972 1.506 0.05
C 1.831 0.112 1.240 -0.07
O 2.761 0.185 1.915 0.19
Br -2.051 -0.023 1.929 0.06
```

***

[2]
Below is C9H21ClGdIO6P2 as an isolated structure in a non-equilibrium geometry, with properties calculated with wB97M-V/def2-TZVPD.

Values from the calculation:
**Total charge**: +2
**Lowest unoccupied orbital energy (alpha / beta)**: -11.74 / -11.32 eV
**Electronic energy**: -3012.28581 Ha
**Multiplicity**: 8
**<S²>**: 16.11

```
41
Properties=species:S:1:pos:R:3:lowdin_charge:R:1
C -1.955 -0.265 -2.369 0.02
C -0.604 -0.707 -1.907 -0.18
H -2.144 -0.705 -3.368 0.15
H -2.032 0.836 -2.475 0.11
H -2.761 -0.603 -1.685 0.11
O 0.178 -1.425 -2.443 0.29
I -2.870 1.673 1.993 0.29
Gd -0.640 0.585 0.524 0.79
P -1.232 -2.186 1.063 0.77
C 0.042 -3.471 1.293 -0.23
C -1.743 -1.966 2.817 -0.24
H -2.285 -2.865 3.139 0.08
H -3.035 -3.858 1.043 0.08
H -2.386 -1.079 2.918 -0.03
H -3.324 -2.480 -0.076 0.04
H 0.884 -3.043 1.849 0.05
H -0.862 -1.823 3.456 0.07
C -2.571 -3.178 0.313 -0.24
H -0.370 -4.324 1.852 0.08
H -2.187 -3.774 -0.526 0.06
H 0.403 -3.828 0.322 0.06
P 1.020 2.204 -1.164 0.75
C 2.783 1.824 -1.362 -0.23
C 0.564 2.690 -2.850 -0.25
H 0.095 4.038 0.129 0.06
H 1.386 4.571 -0.991 0.07
H 1.804 3.747 0.550 0.06
C 1.086 3.796 -0.277 -0.23
H -0.532 2.659 -2.912 0.04
H 0.932 3.705 -3.051 0.07
H 3.316 2.713 -1.729 0.09
H 2.899 1.003 -2.082 0.06
H 0.990 1.985 -3.575 0.06
H 3.173 1.518 -0.384 0.04
C 1.494 -0.633 -0.076 -0.22
O 2.242 -1.429 -0.444 0.18
O 1.641 0.830 3.958 -0.19
Cl 1.697 0.831 2.540 0.77
O 2.991 1.092 1.971 -0.24
O 1.182 -0.497 2.013 -0.51
O 0.729 1.841 2.002 -0.52
```